Density functional theory data (ωB97M-V/def2-TZVPD) for an isolated molecule of C6H9N.

Output
- SMILES string = [H]/N=C/CC(C)=C=C
- highest occupied orbital energy (eV) = -9.31
- energy above the lowest of the compared OMol25 structures with the same formula, charge and spin (kJ/mol) = 211.5
- charge = 0

Structure (XYZ):
```
16
Properties=species:S:1:pos:R:3:nbo_charge:R:1
C -1.125 -1.839 0.621 -0.62
C -0.314 -0.662 0.139 -0.07
C 0.144 -0.565 -1.085 0.08
C 0.639 -0.402 -2.283 -0.48
C 0.387 1.731 0.479 0.15
C -0.013 0.441 1.139 -0.49
N 1.452 2.339 0.804 -0.61
H -0.711 -2.238 1.555 0.22
H -1.147 -2.642 -0.120 0.23
H -2.159 -1.536 0.830 0.22
H 0.075 0.095 -3.069 0.22
H 1.639 -0.751 -2.529 0.22
H -0.303 2.087 -0.300 0.15
H 0.793 0.135 1.817 0.24
H -0.907 0.617 1.756 0.22
H 1.550 3.191 0.248 0.33
```

Density functional theory data (ωB97M-V/def2-TZVPD) for a cluster of 2 separate species, C21H34BrIN2O2P in total.

Output
- highest occupied orbital energy (eV) = -10.83
- charge = +1

Structure (XYZ):
```
62
Properties=species:S:1:pos:R:3:nbo_charge:R:1
C 0.037 -3.054 2.789 -0.17
C 0.275 -1.994 2.263 -0.08
C 0.938 -0.807 1.592 -0.50
C 1.058 -0.997 0.027 -0.42
P 1.418 -2.803 -0.498 1.00
O 0.074 -3.773 -0.292 -0.98
I 3.103 -3.790 1.048 -0.12
C -0.095 -0.211 -0.708 -0.22
C -1.531 -0.807 -0.795 -0.41
C -2.539 0.416 -0.810 -0.38
C -3.790 0.184 -1.726 -0.43
C -5.027 -0.009 -0.796 -0.01
C -5.382 0.980 0.153 -0.24
C -6.477 0.778 1.022 -0.19
C -7.177 -0.446 0.902 -0.22
C -6.841 -1.410 -0.057 -0.19
C -5.739 -1.223 -0.943 -0.23
C 0.447 0.478 -2.019 -0.25
N 1.827 0.857 -1.575 -0.48
C 2.140 2.302 -1.297 -0.23
C 1.069 3.093 -0.502 -0.25
C 1.497 4.612 -0.623 -0.60
C 1.083 2.785 1.055 -0.63
C 2.313 -0.203 -0.638 0.42
N 3.429 0.093 0.190 -0.86
Br 3.117 -1.504 -2.045 -0.02
H -0.035 -3.982 3.347 0.26
H 1.915 -0.600 2.071 0.26
H 0.293 0.060 1.849 0.25
H -0.672 -3.304 0.120 0.50
H -0.257 0.680 -0.053 0.23
H -1.679 -1.437 -1.701 0.22
H -1.724 -1.444 0.095 0.22
H -2.776 0.625 0.248 0.23
H -2.002 1.319 -1.187 0.18
H -3.948 1.057 -2.398 0.22
H -3.671 -0.689 -2.402 0.21
H -4.759 1.888 0.165 0.21
H -6.701 1.556 1.760 0.23
H -8.016 -0.620 1.588 0.22
H -7.395 -2.355 -0.147 0.22
H -5.452 -1.970 -1.694 0.22
H -0.194 1.279 -2.421 0.26
H 0.449 -0.369 -2.738 0.25
H 2.377 0.674 -2.428 0.47
H 3.114 2.471 -0.807 0.25
H 2.210 2.793 -2.295 0.23
H 0.047 3.045 -0.929 0.21
H 1.436 4.987 -1.661 0.22
H 2.577 4.634 -0.338 0.20
H 0.979 5.251 0.111 0.24
H 0.138 2.281 1.349 0.21
H 1.078 3.749 1.596 0.24
H 1.982 2.199 1.319 0.22
H 4.243 0.224 -0.408 0.40
H 3.592 -0.693 0.822 0.42
C 7.653 -2.898 1.966 -0.25
O 6.321 -2.668 2.420 -0.73
H 8.331 -2.765 2.806 0.19
H 7.749 -3.918 1.586 0.17
H 7.911 -2.184 1.180 0.16
H 5.735 -2.789 1.667 0.46
```

Number 1: orbital gap 10.34 eV. Number 2: orbital gap 7.43 eV.